This record from OMol25 describes the molecule C6H14O. The level of theory is wB97M-V/def2-TZVPD.

Each line ends with the natural charge from an NBO analysis.
Cartesian coordinates (Å):
H1 -1.0014 -0.3172 1.4303  0.213
H2 0.6688 1.6258 -0.4817  0.148
C1 -0.0385 -2.2207 1.1967  -0.599
O1 -1.3646 1.5938 -0.0813  -0.725
C2 -0.2516 1.1135 -0.8205  0.099
H3 -0.9168 -2.7072 0.7556  0.207
C3 1.1076 -0.0327 1.6806  -0.608
H4 2.0573 -0.4225 1.2897  0.196
H5 1.0988 1.0511 1.5262  0.208
C4 -0.0761 -0.7064 0.9867  -0.224
H6 0.8223 -0.7210 -0.9840  0.200
H7 1.0867 -0.2140 2.7607  0.210
C5 -0.3654 1.4003 -2.3262  -0.634
H8 -0.0145 -2.4709 2.2640  0.208
H9 0.6096 1.7623 -2.6660  0.211
C6 -0.1090 -0.3751 -0.5106  -0.402
H10 0.8558 -2.6570 0.7321  0.197
H11 -0.9311 -0.9292 -0.9879  0.206
H12 -1.1079 2.1856 -2.5274  0.210
H13 -1.4875 2.5219 -0.3164  0.466
H14 -0.6425 0.5199 -2.9207  0.212

Output
frontier orbital gap	11.150	eV
HOMO	-0.3745	Eh
calculated total energy	-8496.6256	eV
energy relative to the best compared isomer or geometry (same formula, charge and spin)	6.2	kcal/mol
SMILES string	CC(C)C[C@@H](C)O